Below is a cluster of 2 separate species, C29H57BF7IN5O12P in total in a non-equilibrium geometry, with properties calculated with wB97M-V/def2-TZVPD.

CARTESIAN COORDINATES (ANGSTROEM)
C  4.8878  2.7953  1.9940
C  4.1238  2.5211  0.5320
O  2.8726  1.7703  0.7281
C  2.0237  1.8119  -0.5018
C  2.0245  0.3010  -1.2196
O  1.1069  -0.6385  -0.5614
C  1.6258  -2.0139  -0.5326
C  2.2024  -2.5340  -2.0144
O  1.6758  -3.9218  -2.2369
C  2.1550  -4.4212  -3.5460
C  1.5130  -5.9142  -3.7692
O  0.4667  -2.8974  -0.2471
C  -0.0428  -2.7072  1.1181
C  0.4213  -4.0127  1.9970
O  -0.3019  -5.2732  1.6217
O  0.5093  -5.8657  0.7516
C  -1.7029  -2.5160  1.0419
O  -2.2178  -3.4935  0.0745
C  -3.1272  -2.8972  -0.9126
I  -3.7722  -4.5984  -2.2073
C  -2.4436  -1.8136  -1.9344
C  -1.4844  -2.4572  -3.0967
F  -0.6352  -1.3171  -3.6090
C  -4.5209  -2.2822  -0.2935
N  -5.6685  -2.2060  -1.2991
C  -6.8448  -3.0654  -0.8870
B  -2.3593  -2.6885  2.5764
O  -2.7063  -1.4412  3.3359
N  -2.6017  -4.0427  3.2452
C  -2.0055  -3.9792  4.6671
C  -4.1001  -4.2556  3.4988
C  2.8640  -2.1551  0.5319
O  2.9828  -1.1798  1.4755
C  3.9553  -3.3741  0.6169
F  4.1259  -3.6757  2.0876
F  3.5306  -4.6474  -0.0080
C  5.3871  -2.9429  -0.0815
F  5.3658  -1.5163  -0.4787
F  5.4666  -3.7329  -1.3671
C  6.7181  -3.3577  0.7813
F  7.8891  -3.1854  -0.1575
F  6.6819  -4.8232  1.0888
C  7.0314  -2.4065  2.0793
O  6.9752  -2.9912  3.3052
O  7.4169  -0.9850  2.0542
H  6.0694  2.7781  1.8904
H  4.6182  1.9983  2.8077
H  4.6057  3.8632  2.4083
H  4.8638  1.8687  -0.1305
H  3.9896  3.5865  0.0539
H  0.9445  2.2218  -0.3108
H  2.6308  2.5033  -1.2619
H  3.1470  -0.0262  -1.2449
H  1.6550  0.4708  -2.3382
H  3.3673  -2.4653  -2.1012
H  1.7584  -1.8994  -2.9131
H  3.3420  -4.4807  -3.4561
H  1.8153  -3.7090  -4.4331
H  0.9697  -6.2206  -2.7580
H  2.4056  -6.6493  -3.9626
H  0.7023  -5.9640  -4.6165
H  0.3507  -1.7550  1.6722
H  1.5714  -4.2706  1.8069
H  0.3501  -3.8483  3.1774
H  -0.0927  -6.2595  0.0470
H  -1.8719  -1.3930  0.7609
H  -3.3471  -1.2825  -2.5062
H  -1.8890  -0.9209  -1.3680
H  -0.8420  -3.3008  -2.5968
H  -2.0780  -2.8348  -4.0606
H  -4.9208  -2.9887  0.5817
H  -4.3665  -1.2178  0.2181
H  -5.9996  -1.2240  -1.4382
H  -7.6236  -3.0228  -1.7880
H  -7.3159  -2.7982  0.1503
H  -6.4983  -4.2068  -0.8441
H  -3.6851  -1.2502  3.1773
H  -1.2583  -3.0567  4.7871
H  -2.8643  -3.8420  5.4584
H  -1.3323  -4.9383  4.8660
H  -4.3170  -5.2259  4.1451
H  -4.6258  -4.3973  2.4598
H  -4.5894  -3.3404  4.0671
H  7.0820  -0.5783  1.2004
O  0.4778  5.8622  -1.1435
P  -0.6246  6.2903  -0.1440
N  -1.8147  5.3180  -0.8918
C  -2.4159  5.6098  -2.1797
C  -1.5171  3.8821  -0.8203
N  -0.6435  7.9130  -0.6624
C  -1.6084  8.5176  -1.5491
C  0.6732  8.5269  -0.8852
N  -1.8919  6.7824  1.0050
C  -3.2300  6.2445  1.1586
C  -1.5826  7.8205  1.9797
H  -3.1358  4.8332  -2.4704
H  -1.6742  5.7047  -2.9753
H  -3.0262  6.5132  -2.1349
H  -1.2042  3.6110  0.1931
H  -0.7193  3.5980  -1.5147
H  -2.4039  3.2790  -1.0447
H  -1.4982  8.1626  -2.5778
H  -1.5078  9.6118  -1.5707
H  -2.6301  8.3419  -1.2019
H  1.0676  8.2789  -1.8739
H  1.3901  8.1821  -0.1301
H  0.6263  9.6172  -0.7915
H  -3.8832  6.5759  0.3458
H  -3.7042  6.5694  2.0931
H  -3.2248  5.1510  1.2024
H  -2.0976  8.7524  1.7236
H  -0.5077  8.0272  2.0179
H  -1.8740  7.5268  2.9939

Atoms 1-6, force components in eV/Å:
0.0264 0.1319 0.0717
1.5330 -0.0072 0.8957
0.0092 1.5426 -1.6421
1.4395 -0.7928 -0.9241
0.1186 2.0906 -0.7359
2.4518 -1.5440 -0.2935

Its SMILES is CCOCCO[C@](COCC)(O[C@H](COO)[C@@H](O[C@](I)(CCF)CNC)B(O)N(C)C)C(=O)C(F)(F)C(F)(F)C(F)(F)C(=O)O.CN(C)P(=O)(N(C)C)N(C)C. For the frontier orbital gap, the calculation gives 6.98 eV. As for the total charge: 0.

---

Below is a cluster of 2 separate species, C2H9NS in total in a non-equilibrium geometry, with properties calculated with wB97M-V/def2-TZVPD.

CARTESIAN COORDINATES (ANGSTROEM)
S  -1.5396  0.0428  2.7636
H  -1.6836  1.1481  2.0104
C  1.3736  -0.5672  -0.3434
N  -0.0556  -0.5075  -0.2389
C  -0.5348  0.6958  -0.9453
H  1.8216  -0.3441  -1.3197
H  1.8241  -1.5291  -0.0835
H  1.9002  0.1799  0.2789
H  -0.5184  -1.2903  -0.6719
H  -0.7679  -0.8177  2.0102
H  -0.1575  0.5916  -1.9861
H  -1.6100  0.8273  -0.9551
H  -0.0519  1.5704  -0.5192

Atoms 1-6, force components in eV/Å:
-0.0105 -0.6268 0.6505
0.4674 -0.5336 -0.4406
1.7596 -0.0205 0.0693
-0.6109 0.7550 0.0446
1.0677 -0.6298 -0.6659
-0.5094 -0.0298 -0.5613

Its SMILES is CNC.S. For the frontier orbital gap, the calculation gives 10.04 eV. As for the total charge: 0. The calculation puts the relative energy (zero: lowest compared OMol25 entry of this formula, charge and spin) at 83.6 kJ/mol.

---

Below is a cluster of 16 separate species, C23H78ClN4O24P2 in total in a non-equilibrium geometry, with properties calculated with wB97M-V/def2-TZVPD.

CARTESIAN COORDINATES (ANGSTROEM)
C  3.8092  -0.6206  4.5009
C  4.5570  -0.8415  3.0225
O  5.2290  0.4004  2.5400
P  4.6619  0.7194  0.8868
O  5.5047  1.9603  0.3810
C  2.8046  1.3072  0.9221
C  2.1220  1.0281  -0.5798
C  0.7640  0.0559  -0.4624
C  -0.1936  1.0263  0.4469
C  -0.4686  0.5155  1.9765
C  -0.8430  1.8868  2.8582
C  -2.2021  1.5048  3.7550
O  -3.2407  2.3465  3.9205
O  -2.3693  0.1618  4.4027
N  1.3883  -1.1889  0.1162
C  2.0118  -2.0462  -0.9602
N  2.8690  -3.1134  -0.8554
C  3.3767  -3.6203  0.5065
N  4.8711  -3.8551  0.4735
N  1.3777  -1.4398  -2.2242
O  2.2120  -0.9873  -3.1661
C  0.1647  -0.6059  -1.8586
C  -0.9745  -1.8187  -1.7280
C  -1.8252  -1.8165  -0.3399
P  -2.8024  -3.5030  -0.3139
O  -3.6447  -3.7244  -1.6323
O  -3.7518  -3.5610  1.1666
C  -5.1763  -3.7797  0.8716
C  -5.8049  -2.2960  0.4832
O  -1.5384  -4.7320  -0.0935
C  -1.5430  -5.6857  -1.2132
C  -0.0812  -6.4967  -1.1574
C  -0.5554  0.3553  -2.9690
Cl  -0.5707  -0.3044  -4.7066
C  -0.0076  1.8939  -3.0496
C  -0.7874  2.7966  -4.2142
O  4.8989  -0.7487  -0.0238
C  6.1240  -0.7107  -0.8380
C  7.4275  -1.1479  0.0857
H  2.9472  -1.4453  4.5434
H  4.5500  -0.6868  5.4042
H  3.2465  0.4121  4.4104
H  3.6538  -1.0123  2.2612
H  5.2627  -1.7831  3.0221
H  2.8310  2.4659  1.1177
H  2.3065  0.6798  1.7745
H  2.9766  0.5533  -1.2179
H  1.8584  2.1112  -0.9878
H  0.1786  2.1603  0.4767
H  -1.2583  1.0806  -0.0899
H  -1.4908  -0.1002  1.9520
H  0.3932  -0.1120  2.4598
H  -1.2053  2.7343  2.1076
H  0.0232  2.2247  3.5685
H  -1.5120  -0.1169  4.8482
H  0.9461  -1.6493  0.9354
H  3.2126  -3.6318  -1.7094
H  3.0124  -2.8826  1.3424
H  2.8169  -4.6524  0.7201
H  5.2466  -3.8993  1.4513
H  5.0260  -4.7793  -0.0019
H  3.1530  -1.3219  -3.0353
H  -1.7774  -1.7734  -2.6108
H  -0.4877  -2.9030  -1.8345
H  -1.2024  -1.8222  0.6490
H  -2.6473  -0.9859  -0.2766
H  -5.6785  -4.1489  1.8878
H  -5.3995  -4.6138  0.0820
H  -6.3448  -2.4015  -0.5494
H  -6.4958  -1.9910  1.3772
H  -4.9031  -1.5330  0.4252
H  -2.3561  -6.5059  -1.0080
H  -1.5872  -5.2041  -2.2789
H  0.4711  -6.3694  -0.1321
H  -0.2181  -7.6681  -1.3146
H  0.6645  -6.1474  -1.9938
H  -1.7025  0.4304  -2.6448
H  1.1396  1.9774  -3.2731
H  -0.1977  2.4813  -2.0307
H  -1.8269  2.3384  -4.4961
H  -0.0889  2.7897  -5.1768
H  -0.9436  3.9247  -3.8829
H  6.0093  -1.5820  -1.6458
H  6.2826  0.2729  -1.4524
H  8.4023  -0.8221  -0.4737
H  7.4524  -2.3377  0.1649
H  7.3631  -0.6747  1.1542
O  -4.2676  2.2304  -4.6545
H  -4.5800  1.3769  -4.3182
H  -4.9397  2.8605  -4.3542
O  -6.4831  3.4277  3.9488
H  -5.7288  3.9457  3.6299
H  -6.0754  2.6644  4.3845
O  -0.3585  1.5714  6.2211
H  -1.1659  2.0734  6.4086
H  0.3370  2.0672  6.6785
O  -2.6666  4.6218  5.7559
H  -2.9855  3.8120  5.3299
H  -1.8353  4.8157  5.2975
O  8.6601  3.1055  0.1381
H  8.1211  2.4632  0.6239
H  8.1314  3.9172  0.1577
O  -5.5040  -6.0097  3.7215
H  -5.4240  -6.3050  4.6410
H  -4.6593  -5.5701  3.5425
O  -4.0621  5.1326  -4.4972
H  -4.1792  5.1785  -5.4580
H  -3.7460  4.2298  -4.3427
O  2.8563  2.4922  -4.3114
H  3.6697  3.0166  -4.2624
H  3.0867  1.7572  -4.8992
O  -6.5666  2.3273  -5.9070
H  -6.8855  1.5175  -6.3330
H  -5.7353  2.5212  -6.3654
O  -4.3482  -1.0556  2.5014
H  -5.1556  -0.5536  2.6889
H  -3.6527  -0.5597  2.9588
O  -1.9747  2.3476  -6.9248
H  -1.7141  1.5809  -6.3925
H  -1.3677  2.3256  -7.6797
O  5.7665  0.7599  -3.9544
H  6.5800  1.2843  -3.9054
H  5.9970  0.0249  -4.5422
O  4.2665  3.6355  3.2968
H  5.0800  4.1599  3.3458
H  4.4970  2.9005  2.7090
O  -7.9653  4.1860  1.4929
H  -7.2823  3.8616  2.0990
H  -8.7089  4.4054  2.0740
O  -1.9530  4.9642  1.3340
H  -2.4920  4.3219  1.8198
H  -2.4817  5.7759  1.3536

Atoms 1-6, force components in eV/Å:
-0.3683 -0.1026 -1.5564
-1.7426 -0.2261 0.5326
-2.1759 -1.4839 -2.6669
3.5578 3.3000 -0.3721
-2.6320 -4.3538 1.5265
-0.2330 -1.2344 -0.2813

For the frontier orbital gap, the calculation gives 8.47 eV. As for the total charge: +1. The calculation puts the relative energy (zero: lowest compared OMol25 entry of this formula, charge and spin) at 1349.6 kJ/mol.

---

Q: What is the total charge in the first record?
A: 0

---

Q: What is the formula in the second record?
A: C2H9NS

---

Q: What is the frontier orbital gap in the first record?
A: 6.98 eV